1.
14
Properties=species:S:1:pos:R:3:mulliken_charge:R:1 method="wB97M-V/def2-TZVPD" e_homo_ha=-0.3182 smiles="CN1NN=N[C@]12CO2" total_charge=0 e_tot_ev=-11211.331 gap_ha=0.3442 relative_energy_kj_mol=525.46 lumo_ev=0.71
C 0.28362 -1.86618 -0.46153 -0.747
C 0.64921 -0.57609 0.02733 0.898
C -1.45093 0.68362 0.22154 -0.899
N 1.76925 -0.02857 -0.52167 -0.232
N 1.80458 1.18088 -0.32305 -0.531
N 0.80740 1.58577 0.32574 0.146
N -0.07757 0.44845 0.62166 -0.028
O 0.95106 -1.77573 0.79587 -0.504
H -0.67374 -2.24953 -0.30816 0.322
H 0.88542 -2.16887 -1.31213 0.275
H -1.71801 1.60253 0.44966 0.396
H -1.63104 0.49210 -0.85272 0.317
H -2.24747 0.13841 0.68989 0.351
H 0.64822 2.53323 0.64758 0.233

=====

2.
19
Properties=species:S:1:pos:R:3:mulliken_charge:R:1 method="wB97M-V/def2-TZVPD" e_homo_ha=-0.3148 total_charge=0 e_tot_ev=-9829.879 gap_ha=0.3530 relative_energy_kj_mol=388.53 lumo_ev=1.04
C -1.84524 -1.46547 -0.30454 -0.887
C -1.56539 0.94096 -0.18579 -0.373
C -0.24896 1.55316 0.18383 -0.269
C 2.57169 -0.39756 -0.15467 -0.301
C 1.43196 -1.02195 0.62068 -0.595
H -2.06508 -2.41132 0.31111 0.301
H -2.19116 -1.47113 -1.32907 0.383
H -0.82574 -1.53708 -0.61104 0.220
H -2.96894 -0.17745 0.77158 0.247
H -2.24762 1.70352 0.10149 0.372
H -1.55187 0.91515 -1.28950 0.250
H -0.40970 2.54440 0.47535 0.417
H 3.17350 0.46295 0.25085 0.303
H 3.09589 -1.07314 -0.81368 0.224
H 1.31577 -2.01922 0.30342 0.281
H 1.31893 -0.76075 1.66608 0.281
N -2.00109 -0.27259 0.44044 -0.300
N 0.98260 1.21982 -0.07100 -0.648
N 1.20301 -0.06590 -0.48283 0.095

=====

3.
95
Properties=species:S:1:pos:R:3:mulliken_charge:R:1 method="wB97M-V/def2-TZVPD" e_homo_ha=-0.3087 total_charge=0 e_tot_ev=-52178.821 gap_ha=0.3295 relative_energy_kj_mol=0.00 lumo_ev=0.57
C 1.99929 1.29058 3.50140 -1.668
C 1.37698 -0.09564 3.39966 1.423
C 1.22920 -0.75923 4.77018 -1.516
N 0.54358 -2.03787 4.65454 0.728
C 1.45622 -3.12458 4.35114 -1.085
H 2.07665 -3.41749 5.21459 0.558
C 0.74571 -4.38916 3.83815 -0.484
O 1.66309 -5.40770 3.55266 -0.666
H 2.14988 -5.17175 2.74133 0.515
C -0.18441 -4.08498 2.64822 -1.024
N 0.38579 -3.23349 1.62154 0.327
C 1.55589 -3.39801 0.95278 0.266
O 2.38596 -4.25867 1.14014 -0.767
C 1.62114 -2.30960 -0.11716 1.588
N 0.45156 -1.51539 0.21173 1.294
C -0.29168 -2.08554 1.19150 0.105
O -1.34883 -1.69432 1.61888 -0.644
C 0.14906 -0.20678 -0.30480 -2.500
N -0.40666 -0.20692 -1.62878 1.629
C 0.34938 0.05457 -2.72059 0.099
O 1.54754 0.21709 -2.75646 -0.619
N -0.49867 0.07308 -3.82333 0.414
C -1.79964 -0.13681 -3.47164 -0.321
O -2.74238 -0.16739 -4.21898 -0.655
C -1.81546 -0.34708 -1.95645 1.675
C -2.35029 -1.74203 -1.63063 -1.892
H -2.40266 -1.88141 -0.55388 0.408
H -3.34677 -1.84483 -2.05176 0.491
H -1.71026 -2.50749 -2.06435 0.300
C -2.67235 0.73305 -1.29726 -1.721
H -2.22415 1.71087 -1.45425 0.176
H -3.65831 0.72409 -1.75384 0.464
H -2.77660 0.53803 -0.23264 0.459
C -0.02107 0.33668 -5.15610 -1.482
H 1.07007 0.25020 -5.11780 0.499
H -0.42507 -0.41721 -5.83794 0.273
C -0.41256 1.73346 -5.67369 0.206
O 0.16626 1.93730 -6.94140 -0.634
H 1.12685 1.94292 -6.84901 0.419
H -1.48931 1.75811 -5.85134 0.315
C 0.00880 2.85501 -4.70894 -1.561
N -0.87750 3.07535 -3.57763 1.445
C -2.26707 3.35421 -3.91948 -1.166
H -2.77409 3.63046 -2.99114 0.802
H -2.71435 2.41433 -4.25617 0.187
C -2.56500 4.42762 -4.98044 -0.622
C -2.22819 5.85029 -4.54846 -1.252
H -2.71621 6.09125 -3.60594 0.276
H -2.57166 6.55853 -5.29974 0.438
H -1.15696 5.98523 -4.42492 0.244
H -3.63476 4.36950 -5.19378 0.490
H -2.03804 4.19085 -5.90556 0.218
C -0.27666 4.00731 -2.62992 -1.537
C 0.57917 3.28216 -1.58725 1.020
C 1.22881 4.26701 -0.62330 -1.675
H 0.47166 4.84781 -0.10062 0.352
H 1.82800 3.74035 0.11557 0.427
H 1.87698 4.95610 -1.16006 0.354
H -0.05723 2.59218 -1.03100 -0.384
H 1.35139 2.69342 -2.08302 0.195
H 0.34726 4.75838 -3.13848 0.320
H -1.07066 4.54245 -2.10531 0.465
H 0.99387 2.60480 -4.30141 0.748
H 0.12464 3.77155 -5.31570 0.515
H -0.56722 0.24195 0.38959 0.508
H 1.06987 0.38406 -0.34378 0.578
C 2.92698 -1.52320 -0.05791 -1.774
H 2.99181 -0.94157 0.85888 0.246
H 3.75755 -2.22384 -0.08521 0.448
H 2.99755 -0.85578 -0.91374 0.379
C 1.47894 -2.99587 -1.48250 -1.789
H 2.26137 -3.74336 -1.58658 0.560
H 0.51210 -3.48843 -1.56428 0.327
H 1.58177 -2.26463 -2.27881 0.304
H -1.07001 -3.55135 2.99873 0.505
H -0.48006 -5.03825 2.19661 0.298
H 0.11798 -4.80550 4.63405 0.380
H 2.14068 -2.78135 3.57052 0.453
C -0.38660 -2.29799 5.73909 -1.276
H -0.98551 -3.17150 5.47257 0.392
C 0.22689 -2.51851 7.13013 0.084
C -0.85955 -2.67429 8.18593 -1.425
H -1.49730 -3.52421 7.95297 0.337
H -0.41931 -2.83446 9.16735 0.394
H -1.48162 -1.78269 8.22975 0.342
H 0.84738 -3.41617 7.11875 0.223
H 0.86543 -1.66994 7.38532 0.280
H -1.06778 -1.44307 5.77988 0.518
H 2.22106 -0.86402 5.23843 0.257
H 0.63119 -0.10030 5.40282 0.585
H 0.38728 -0.03066 2.94636 0.055
H 1.99759 -0.72568 2.76021 -0.592
H 2.10077 1.73880 2.51535 0.401
H 2.98617 1.23398 3.95613 0.364
H 1.37937 1.94309 4.11171 0.385

=====

4.
10
Properties=species:S:1:pos:R:3:mulliken_charge:R:1 method="wB97M-V/def2-TZVPD" e_homo_ha=-0.3412 total_charge=0 e_tot_ev=-9778.470 gap_ha=0.3205 relative_energy_kj_mol=310.33 lumo_ev=-0.56
O 2.57696 0.83628 0.34193 -0.413
C 1.93381 0.04044 -0.28266 0.070
C 0.74889 -0.67346 0.30388 0.282
N -0.15742 -1.05892 -0.48494 -0.331
C -1.33325 -0.43980 -0.34614 -0.460
C -1.29536 0.48894 0.68151 0.186
O -0.16837 0.53450 1.29352 -0.422
H 2.10229 -0.12627 -1.37552 0.335
H -2.11257 -0.61340 -1.06094 0.393
H -2.11860 1.18304 0.89896 0.360

=====

5.
38
Properties=species:S:1:pos:R:3:mulliken_charge:R:1 method="wB97M-V/def2-TZVPD" e_homo_ha=-0.3237 smiles="CC[C@H](C(=O)Nc1cccc(C(F)(F)F)c1)c1ccccc1" total_charge=0 e_tot_ev=-29580.348 gap_ha=0.3455 relative_energy_kj_mol=0.00 lumo_ev=0.59
C -2.38207 1.97325 2.87916 -1.318
C -1.48303 2.44989 1.74581 -0.490
H -1.85114 3.40175 1.35585 0.418
H -0.47346 2.60538 2.12784 0.285
C -1.42645 1.43813 0.59319 0.346
C -0.83990 2.05204 -0.65525 -0.342
C -1.62235 2.27790 -1.78054 -0.004
C -1.06596 2.82076 -2.92663 -0.664
C 0.28051 3.13784 -2.96085 -0.355
C 1.06755 2.91802 -1.84239 -0.805
C 0.51129 2.37924 -0.69699 -0.142
H 1.12831 2.20182 0.17150 0.389
H 2.11903 3.16290 -1.86395 0.389
H 0.71601 3.55442 -3.85669 0.398
H -1.68578 2.99179 -3.79440 0.393
H -2.67510 2.03118 -1.76045 0.392
C -0.57552 0.22137 0.96071 -0.127
O -0.00717 0.07514 2.01341 -0.659
N -0.52146 -0.67129 -0.08056 0.027
C 0.26780 -1.80781 -0.21775 0.727
C 1.03405 -2.32245 0.82568 -0.433
C 1.80577 -3.45031 0.59994 0.005
C 1.83055 -4.08153 -0.63725 -0.880
C 1.06203 -3.56681 -1.66634 -0.711
C 0.28855 -2.44164 -1.46107 -0.694
H -0.30460 -2.03989 -2.27072 0.405
H 1.07013 -4.04324 -2.63433 0.391
H 2.44180 -4.95760 -0.78532 0.423
C 2.65811 -4.02368 1.69654 0.809
F 3.97066 -3.96969 1.39147 -0.264
F 2.38942 -5.32588 1.91630 -0.265
F 2.51862 -3.40572 2.87308 -0.271
H 1.02704 -1.84092 1.78951 0.784
H -1.01819 -0.40359 -0.92062 0.196
H -2.44397 1.08850 0.38139 0.607
H -2.00691 1.03904 3.28768 0.297
H -2.40352 2.71241 3.67609 0.399
H -3.40065 1.81928 2.52694 0.343

=====

6.
95
Properties=species:S:1:pos:R:3:mulliken_charge:R:1 method="wB97M-V/def2-TZVPD" e_homo_ha="-0.1467 / -0.1466" total_charge=-1 e_tot_ev=-84710.940 gap_ha="0.2085 / 0.2085" relative_energy_kj_mol=131.69 lumo_ev="1.68 / 1.68"
Tl -1.09664 -0.33557 1.73654 1.082
O 2.47083 -2.59727 3.56903 -0.776
C 1.59364 -2.18243 2.79374 0.099
N 0.48515 -1.51061 3.09026 -0.056
C 0.12136 -1.23037 4.41721 -0.097
C 1.04007 -0.95299 5.43363 -0.601
C 0.61227 -0.69107 6.72629 -0.691
C -0.74551 -0.69313 7.01900 -0.695
C -1.66891 -0.95364 6.02115 -0.360
C -1.25795 -1.22014 4.71169 0.464
N -2.17171 -1.34174 3.66139 0.052
C -3.35360 -1.93184 3.83374 0.091
O -3.67499 -2.73457 4.72051 -0.737
C -4.51609 -1.48683 2.93228 0.193
C -5.68971 -2.23899 2.97218 -0.599
C -6.83191 -1.74949 2.36234 -0.407
C -6.78840 -0.49294 1.77626 -0.540
C -5.57790 0.18008 1.77586 -0.433
N -4.45949 -0.31248 2.30363 0.213
C 1.82362 -2.55050 1.32821 0.273
C 3.14777 -2.75465 0.93587 -0.767
C 3.41928 -3.22846 -0.33206 -0.345
C 2.35553 -3.51077 -1.17834 -0.605
C 1.07912 -3.26429 -0.71299 -0.380
N 0.80312 -2.78644 0.50346 -0.020
H 2.09297 -0.97090 5.19509 0.460
H 1.34060 -0.50117 7.50775 0.360
H -1.08872 -0.47835 8.02601 0.343
H -2.72936 -0.96205 6.23896 0.422
H -5.67294 -3.17262 3.51827 0.474
H -7.75343 -2.32051 2.37425 0.407
H -7.66585 -0.04660 1.32413 0.394
H -5.50460 1.17477 1.34370 0.377
H 3.92568 -2.55314 1.65962 0.532
H 4.44151 -3.39090 -0.65669 0.410
H 2.51040 -3.91968 -2.16957 0.435
H 0.22847 -3.47859 -1.35384 0.506
N -2.10174 0.87997 -0.80104 -0.034
C -2.64575 0.20273 -1.97600 -0.032
C -3.41395 -1.06090 -1.60037 -0.634
C -2.54309 -2.22238 -1.12040 -0.275
N -2.17678 -2.16598 0.30521 -0.197
H -2.78258 1.45965 -0.32809 0.250
H -1.30046 1.45544 -1.03504 -0.498
H -1.80167 -0.06706 -2.61210 -0.393
H -3.29996 0.84476 -2.58141 0.416
H -3.98098 -1.38566 -2.47834 0.512
H -4.13934 -0.82752 -0.82090 0.095
H -1.62175 -2.23305 -1.70121 -0.225
H -3.06770 -3.15714 -1.34117 0.386
H -1.37580 -2.75881 0.51533 0.367
H -2.94503 -2.46114 0.89799 0.140
O 1.26811 0.01471 -0.56275 0.764
P 1.67598 1.03442 -1.54981 -2.483
N 3.29207 1.36602 -1.43181 0.602
C 4.24867 0.27386 -1.15765 0.027
C 5.56708 0.80080 -1.72482 -0.797
C 5.42327 2.32111 -1.58412 -0.815
C 3.96107 2.55847 -1.95277 -0.383
N 1.31156 0.55356 -3.11506 0.756
C 1.04321 -0.86715 -3.36931 0.279
C 0.52811 -0.82326 -4.80163 -0.653
C 1.45721 0.21250 -5.46661 -0.823
C 2.00943 1.06372 -4.29634 -0.371
N 0.93819 2.50046 -1.39097 1.043
C 0.50622 3.44547 -2.41604 -0.568
C -0.38493 4.39702 -1.61863 -0.707
C 0.32856 4.52259 -0.25991 -0.461
C 1.12279 3.21282 -0.09898 -0.120
H 3.92978 -0.66508 -1.61454 -0.152
H 4.32055 0.09690 -0.08156 0.324
H 5.66715 0.53208 -2.78030 0.300
H 6.42630 0.40030 -1.18662 0.405
H 6.10180 2.88055 -2.22845 0.397
H 5.60259 2.61641 -0.54793 0.315
H 3.86221 2.65597 -3.04116 0.179
H 3.55654 3.46766 -1.50152 0.233
H 0.34585 -1.25606 -2.63376 -0.602
H 1.95867 -1.47481 -3.31604 0.227
H -0.50164 -0.46222 -4.80109 0.241
H 0.55714 -1.79582 -5.29467 0.460
H 0.93050 0.82361 -6.19937 0.325
H 2.27918 -0.28392 -5.98146 0.317
H 1.82260 2.12992 -4.42429 0.382
H 3.09426 0.92137 -4.21722 0.092
H -0.02552 2.92369 -3.21354 0.226
H 1.34891 3.99758 -2.85907 0.424
H -1.37307 3.95073 -1.48867 0.224
H -0.50871 5.35938 -2.11721 0.433
H -0.37421 4.66178 0.56206 0.111
H 1.00578 5.37832 -0.26605 0.296
H 0.75058 2.59394 0.71468 -0.386
H 2.18136 3.41383 0.10403 0.427
I -1.40982 2.19691 2.69858 -0.229
I -1.89249 5.03789 3.78131 -0.622